No. 1
The following is a quantum chemistry calculation of C21H29F2O5PS2SnTe as an isolated structure in a non-equilibrium geometry, from the Open Molecules 2025 dataset.

XYZ file:
```
62
Properties=species:S:1:pos:R:3:nbo_charge:R:1
C -2.76 -3.80 -0.47 -0.19
H 4.61 -1.45 2.52 0.22
H -3.76 0.86 3.76 0.24
F 1.27 1.62 -2.53 -0.41
H 5.38 0.58 -3.68 0.24
C -2.47 -2.83 -3.06 -0.23
C 4.09 -0.56 2.19 -0.06
H -1.33 1.44 -2.33 0.27
H -1.48 -2.19 0.14 0.24
C -1.96 -2.69 -0.69 -0.25
H -2.44 2.75 -0.79 0.23
H -2.33 -2.46 -4.07 0.24
C -3.53 2.17 0.96 -0.56
Te 1.62 -1.91 -0.72 0.65
H -1.43 -2.66 4.42 0.24
H -4.05 -5.28 -1.34 0.25
S -0.78 -0.83 -2.38 1.26
H -4.05 2.13 -1.10 0.24
Sn 1.24 3.13 0.21 1.42
C -0.56 -1.19 3.13 -0.14
C 4.75 0.68 2.76 -0.64
H -1.80 0.38 -0.03 0.23
C -1.56 -1.70 3.94 -0.20
C -2.87 0.28 3.57 -0.21
C -1.87 0.77 2.74 -0.26
O 3.80 0.23 -1.59 -0.82
C -3.27 -3.93 -2.82 -0.17
C -1.82 -2.22 -1.99 -0.21
H 3.04 -0.63 2.47 0.18
H 5.78 0.75 2.40 0.23
O -0.86 2.75 1.22 -1.08
H -3.35 -0.17 -0.68 0.23
C -3.42 -4.42 -1.53 -0.16
H 4.77 0.62 3.84 0.25
O 4.21 -0.57 0.73 -0.82
C -1.93 0.55 -2.15 -0.57
O 2.36 1.14 0.37 -1.21
O 0.07 -0.63 -1.04 -0.94
C -2.71 -0.96 4.17 -0.18
C 1.39 2.96 -2.15 0.08
H 4.33 2.23 -1.33 0.18
C -0.70 0.05 2.53 -0.25
H 0.35 -1.76 2.97 0.21
H 5.74 2.28 -3.40 0.24
H -4.13 3.07 1.07 0.26
H 4.21 1.58 2.46 0.21
F 0.13 3.53 -2.41 -0.40
H 4.08 1.78 -3.76 0.22
H 2.06 3.40 -2.90 0.16
H -2.87 -4.19 0.54 0.24
H -3.78 -4.42 -3.64 0.25
H -4.08 1.32 1.36 0.25
C -2.57 0.59 -0.77 -0.44
S -2.08 2.43 2.09 1.28
H -2.66 0.46 -2.96 0.27
C -3.16 1.97 -0.50 -0.41
P 3.10 -0.03 -0.23 2.16
H 5.67 1.06 -1.24 0.21
H -3.48 -1.35 4.83 0.24
C 5.00 1.50 -3.25 -0.63
C 4.76 1.33 -1.77 -0.06
H 0.09 0.46 1.91 0.22
```

Values from the calculation:
E, eV: -81989.614
Frontier orbital gap, eV: 7.11
Total charge: +2

No. 2
The following is a quantum chemistry calculation of a 2-piece molecular cluster, C4H10S overall in a non-equilibrium geometry, from the Open Molecules 2025 dataset.

XYZ file:
```
15
Properties=species:S:1:pos:R:3:nbo_charge:R:1
C 0.75 -2.43 0.28 -0.73
C -0.56 1.76 -1.89 -0.39
H -2.25 3.06 -2.07 0.19
H 0.26 -0.85 2.92 0.21
H -0.71 0.42 2.18 0.23
C -0.29 -0.57 2.02 -0.75
S 0.67 -0.60 0.49 0.17
H -0.77 3.85 -1.46 0.18
H -1.16 -1.25 1.97 0.21
C -1.24 2.90 -1.71 -0.39
H 1.80 -2.57 0.58 0.22
H -1.18 0.88 -2.01 0.20
H 0.02 -2.85 0.96 0.22
H 0.50 1.88 -2.02 0.21
H 0.68 -2.71 -0.78 0.23
```

Values from the calculation:
SMILES string: C=C.CSC
E, eV: -15143.608
Frontier orbital gap, eV: 9.42

No. 3
The following is a quantum chemistry calculation of one molecule with the formula C3H10N4O in a non-equilibrium geometry, from the Open Molecules 2025 dataset.

XYZ file:
```
18
Properties=species:S:1:pos:R:3:nbo_charge:R:1
N -1.07 0.87 -0.67 -0.19
H 1.39 -1.18 -0.50 0.35
H 1.13 1.48 1.43 0.20
H 0.12 -0.72 2.92 0.22
N -0.25 1.55 -2.81 -0.55
C 0.29 0.76 1.23 -0.24
H -1.93 0.37 -0.40 0.33
H -0.66 1.13 1.42 0.20
O -1.13 0.71 -2.07 -0.30
N 0.17 0.42 -0.19 -0.17
C 0.65 -0.61 1.93 -0.45
H 0.62 0.97 -3.03 0.36
H 0.44 -2.65 0.89 0.21
N 0.46 -1.00 -0.38 -0.48
H 1.80 -0.48 1.86 0.22
C -0.04 -1.62 0.92 -0.27
H -1.12 -1.87 1.02 0.21
H -0.86 1.88 -3.56 0.36
```

Values from the calculation:
SMILES string: NONN1CCCN1
E, eV: -11274.619
Frontier orbital gap, eV: 9.27